This record from the OMol25 dataset describes a 2-piece molecular cluster, H2N4O2 overall in a non-equilibrium geometry. The level of theory is ωB97M-V/def2-TZVPD.

Atoms and positions in Å:
N1 2.93 -0.13 -0.62
N2 1.91 0.16 0.04
N3 0.81 -0.32 0.08
N4 -0.22 -0.63 0.46
O1 -3.30 -0.21 -0.02
O2 -2.22 0.45 -0.40
H1 3.73 0.43 -0.32
H2 -3.64 0.24 0.78

Output
maximum force	3.99	eV/Å
total energy	-370.4031	a.u.
orbital gap (alpha / beta)	7.722 / 9.057	eV
2S+1	1
E_LUMO (alpha / beta)	-0.62 / -0.53	eV
ΔE to the lowest compared entry with this formula, charge and spin	138.73	kcal/mol

This record from the OMol25 dataset describes C16H33GaN4O3S5 as an isolated structure in a non-equilibrium geometry. The level of theory is ωB97M-V/def2-TZVPD.

Atoms and positions in Å:
Ga1 0.44 0.51 -1.42
S1 1.88 2.49 -0.53
S2 2.57 3.59 -2.12
S3 0.86 4.87 -2.63
S4 0.11 5.01 -0.92
C1 -0.88 -0.61 0.52
N1 -0.89 -1.53 -0.61
C2 -2.02 -2.01 -1.29
C3 0.20 -2.55 -0.79
C4 0.80 -3.17 0.44
N2 1.65 -2.27 1.21
C5 3.01 -1.97 0.65
C6 1.81 -2.81 2.55
H1 -1.30 -1.14 1.46
H2 -1.30 1.39 1.11
H3 1.14 -1.24 1.10
H4 -2.25 -3.01 -0.96
H5 -1.85 -2.12 -2.35
H6 -2.91 -1.37 -1.16
H7 0.94 -2.22 -1.57
H8 -0.35 -3.37 -1.24
H9 1.39 -4.09 0.18
H10 -0.01 -3.51 1.12
H11 3.51 -2.90 0.57
H12 3.55 -1.40 1.40
H13 2.91 -1.43 -0.29
H14 2.27 -3.79 2.38
H15 0.82 -3.01 3.01
H16 2.38 -2.17 3.17
C7 -4.41 -1.63 0.69
C8 -4.00 -0.26 1.25
C9 -3.26 0.84 0.46
C10 -3.65 2.11 1.37
C11 -2.89 3.40 1.27
C12 -4.07 1.09 -0.81
O1 -5.18 0.70 -0.93
N3 -3.40 1.75 -1.82
C13 -1.96 1.79 -1.96
O2 -1.43 2.02 -3.04
N4 -1.19 1.40 -0.88
C14 -1.72 0.81 0.34
O3 0.41 -0.08 0.71
H17 -5.31 -2.00 1.25
H18 -3.59 -2.41 0.82
H19 -4.80 -1.48 -0.31
H20 -3.46 -0.41 2.16
H21 -4.96 0.21 1.55
H22 -3.69 1.83 2.41
H23 -4.76 2.25 1.15
H24 -3.34 4.18 1.86
H25 -3.00 3.77 0.22
H26 -1.81 3.38 1.47
H27 -3.91 1.85 -2.71
C15 6.04 1.99 -1.96
S5 6.75 0.34 -1.86
C16 7.52 0.38 -0.18
H28 5.07 2.02 -2.50
H29 6.81 2.59 -2.50
H30 5.85 2.34 -0.91
H31 8.40 1.02 -0.18
H32 7.72 -0.69 0.04
H33 6.78 0.75 0.55

Output
maximum force	3.37	eV/Å
total energy	-4989.8528	a.u.
orbital gap (alpha / beta)	5.806 / 6.351	eV
2S+1	1
E_LUMO (alpha / beta)	-1.28 / -0.62	eV
ΔE to the lowest compared entry with this formula, charge and spin	122.84	kcal/mol